(1)
Computed, not measured: C23H34Br3F6IrNO8S2Si as an isolated structure at a distorted geometry, with ωB97M-V/def2-TZVPD.

XYZ file:
```
79
Properties=species:S:1:pos:R:3:forces:R:3
Ir -0.090 0.584 -0.117 2.0 -1.8 -1.0
Br -2.418 0.588 3.048 0.1 0.0 -0.1
C -0.569 0.744 3.416 -0.2 -0.3 0.1
Br 0.493 1.565 1.971 0.4 0.8 0.9
H -0.121 -0.228 3.581 0.0 0.0 0.0
H -0.420 1.434 4.238 0.1 0.0 0.0
F -0.925 -3.507 -3.878 0.0 0.1 0.1
C -1.289 -2.301 -3.493 0.1 -0.1 -0.3
F -1.226 -1.458 -4.508 0.0 0.0 0.1
F -2.504 -2.332 -2.978 -0.1 0.0 0.0
S -0.067 -1.740 -2.225 0.6 0.3 -0.4
O -0.537 -0.328 -1.893 -0.2 0.0 -0.2
O 1.220 -1.813 -2.824 -0.4 0.1 0.2
N -0.401 -2.695 -1.069 -0.1 -0.3 0.6
S -0.219 -2.561 0.470 0.6 -1.0 -0.8
O -0.635 -1.194 0.929 -0.4 1.9 -0.2
O 0.996 -3.035 1.018 -0.2 0.2 0.1
C -1.609 -3.608 1.092 -0.1 -0.3 0.2
F -1.609 -3.493 2.410 0.0 0.0 -0.1
F -2.751 -3.176 0.592 0.0 0.1 0.0
F -1.387 -4.855 0.734 0.0 0.2 0.0
C -6.150 0.776 -1.270 0.0 0.0 0.0
C -4.796 1.071 -0.581 0.0 -0.2 0.0
C -3.987 -0.236 -0.503 -0.1 0.0 0.0
C -5.078 1.534 0.852 -0.2 0.0 0.0
Si -3.930 2.395 -1.605 -0.4 -0.1 -0.5
Br -1.606 2.417 -0.667 0.5 -0.2 0.5
C -4.287 4.212 -1.196 0.2 0.2 0.1
C -3.420 5.165 -2.037 -0.1 0.0 -0.1
C -5.779 4.434 -1.538 0.0 0.0 0.0
C -4.085 4.610 0.279 -0.1 0.0 0.0
C -3.581 1.995 -3.428 0.0 0.1 -0.1
C -2.230 2.540 -3.929 -0.1 0.1 0.0
C -4.728 2.617 -4.256 0.0 0.0 0.0
C -3.558 0.496 -3.723 -0.1 0.0 -0.1
H -6.684 0.033 -0.672 0.0 0.0 0.0
H -6.040 0.363 -2.271 0.0 0.0 0.0
H -6.792 1.655 -1.335 0.0 0.0 0.0
H -4.576 -0.976 0.048 0.0 0.0 0.0
H -3.048 -0.101 0.041 0.0 0.0 0.1
H -3.760 -0.667 -1.474 0.0 0.0 0.0
H -5.461 0.680 1.421 0.0 0.0 0.0
H -5.843 2.309 0.893 0.0 0.0 0.0
H -4.189 1.907 1.357 0.0 0.0 0.0
H -3.581 5.056 -3.108 0.0 0.0 0.0
H -2.353 5.052 -1.833 0.0 0.0 0.0
H -3.682 6.194 -1.779 0.0 0.0 0.0
H -6.016 4.254 -2.584 0.0 0.0 0.0
H -6.034 5.476 -1.328 0.1 0.0 0.0
H -6.433 3.820 -0.918 0.0 0.0 0.0
H -3.103 4.354 0.672 0.1 0.0 0.0
H -4.840 4.184 0.935 0.0 0.0 0.0
H -4.181 5.696 0.350 0.0 0.0 0.0
H -2.041 3.581 -3.674 0.0 0.0 0.0
H -2.220 2.465 -5.020 0.0 0.0 0.0
H -1.402 1.942 -3.550 0.0 0.0 0.0
H -4.702 3.704 -4.275 0.0 0.0 0.0
H -5.718 2.303 -3.917 0.0 0.0 0.0
H -4.620 2.272 -5.288 0.0 0.0 0.0
H -2.761 0.008 -3.176 0.1 0.0 0.1
H -3.355 0.361 -4.789 0.0 0.0 0.0
H -4.497 -0.011 -3.511 0.0 0.0 0.0
O 1.653 1.719 -0.712 -3.0 0.1 0.5
C 2.314 0.639 -0.732 4.8 0.0 -1.5
O 1.741 -0.435 -0.394 -2.4 0.0 1.0
C 3.740 0.610 -1.154 -1.4 2.3 1.0
C 4.507 1.822 -1.084 -1.6 -0.6 0.2
C 5.838 1.871 -1.404 0.5 -0.8 -0.3
C 6.383 0.656 -1.817 -1.6 -0.4 0.3
O 7.621 0.397 -2.173 1.0 0.0 -0.3
C 7.712 -0.999 -2.497 -0.3 0.0 0.1
O 6.381 -1.518 -2.332 1.0 -1.3 -0.6
C 5.613 -0.538 -1.914 -1.4 1.6 0.8
C 4.259 -0.588 -1.576 2.0 -0.9 -0.7
H 3.991 2.719 -0.768 0.1 0.0 0.1
H 6.429 2.773 -1.351 0.0 0.0 0.0
H 8.377 -1.491 -1.789 0.1 0.0 -0.1
H 8.019 -1.114 -3.534 0.1 0.0 0.1
H 3.665 -1.489 -1.655 0.1 0.0 0.0
```
Positions in Å, forces in eV/Å.

Relative energy (zero: lowest compared OMol25 entry of this formula, charge and spin) = 4.8 kcal/mol
Spin multiplicity = 2
HOMO-LUMO gap (alpha / beta) = 3.82 / 2.69 eV
Net charge = +2

=====

(2)
Computed, not measured: C23H34F3IMnN3O2Si2Te as an isolated structure at a distorted geometry, with ωB97M-V/def2-TZVPD.

XYZ file:
```
70
Properties=species:S:1:pos:R:3:forces:R:3
Mn -1.033 -0.590 1.179 0.4 0.3 -0.6
O -3.821 4.242 1.087 0.0 0.2 -0.1
C -2.968 4.450 0.070 0.0 -0.1 0.1
C -3.016 5.682 -0.582 0.0 0.0 0.0
C -2.170 5.951 -1.642 -0.1 0.0 0.1
C -1.255 4.997 -2.073 0.0 -0.1 0.0
C -1.198 3.780 -1.418 0.0 -0.1 0.0
C -2.034 3.483 -0.346 -0.1 0.0 0.1
C -1.922 2.151 0.310 1.7 -0.6 -0.9
O -0.945 1.383 0.009 -1.2 1.1 0.2
N -2.876 1.844 1.174 -0.5 -0.8 1.1
N -2.694 0.586 1.665 -1.9 0.4 0.8
C -3.511 0.106 2.573 0.7 2.0 -1.5
C -3.294 -1.228 2.987 1.1 -2.6 0.2
C -4.066 -1.863 3.991 0.1 1.1 -0.6
C -3.829 -3.160 4.326 0.8 -1.1 -0.3
C -2.793 -3.863 3.660 -0.9 0.4 0.7
C -2.061 -3.194 2.714 0.1 0.5 -0.3
N -2.266 -1.916 2.359 -2.0 -0.2 1.3
H -3.662 3.308 1.395 -0.1 -0.1 0.0
H -3.736 6.411 -0.234 0.0 0.0 0.0
H -2.228 6.912 -2.137 0.0 0.0 0.0
H -0.598 5.203 -2.908 0.0 0.0 0.0
H -0.497 3.014 -1.720 0.0 0.0 0.0
H -4.318 0.703 2.987 0.0 0.0 0.0
H -4.851 -1.294 4.472 0.0 0.0 0.0
H -4.428 -3.648 5.084 0.0 0.0 0.0
H -2.580 -4.900 3.872 0.0 0.0 0.1
H -1.269 -3.705 2.184 0.0 0.0 -0.1
C 1.676 -3.419 -1.944 0.1 0.0 0.2
Si 2.387 -3.312 -0.212 0.0 0.3 -0.1
C 3.887 -4.452 -0.113 -0.1 0.0 0.0
C 1.124 -3.849 1.067 0.0 0.0 0.1
C 2.958 -1.572 0.225 0.1 -0.1 -0.2
Te 1.498 0.010 0.256 1.0 0.0 -0.3
C 1.389 0.333 -1.841 0.2 0.2 -0.1
Si 2.625 1.593 -2.467 -0.1 -0.3 0.1
C 2.462 1.689 -4.341 0.1 0.1 0.1
C 4.374 1.030 -2.053 0.0 0.2 -0.1
C 2.321 3.279 -1.705 0.1 0.0 -0.1
H 1.448 -4.459 -2.180 0.0 -0.1 0.0
H 2.379 -3.056 -2.695 0.1 0.0 0.0
H 0.747 -2.859 -2.027 -0.1 0.1 0.0
H 3.605 -5.480 -0.344 0.0 -0.1 0.0
H 4.317 -4.444 0.888 0.0 0.0 0.1
H 4.668 -4.157 -0.814 0.0 0.1 -0.1
H 0.272 -4.353 0.614 -0.1 -0.1 -0.1
H 0.732 -2.982 1.607 0.1 0.0 -0.1
H 1.571 -4.516 1.806 0.0 -0.1 0.0
H 3.748 -1.221 -0.438 0.1 -0.1 0.0
H 3.384 -1.575 1.231 0.0 0.0 0.0
H 0.357 0.650 -1.981 0.0 0.0 -0.1
H 1.504 -0.629 -2.332 0.0 -0.1 -0.1
H 2.719 0.738 -4.806 0.0 -0.1 0.0
H 3.126 2.451 -4.751 0.1 0.1 -0.1
H 1.445 1.941 -4.639 -0.1 0.0 0.0
H 4.612 0.063 -2.495 0.0 -0.1 0.0
H 4.540 0.967 -0.978 -0.1 0.0 0.1
H 5.085 1.758 -2.451 0.1 0.0 0.0
H 1.568 3.844 -2.253 0.0 0.0 -0.1
H 3.242 3.865 -1.702 0.0 0.1 0.0
H 1.976 3.201 -0.674 0.0 -0.1 0.1
I 0.262 1.952 3.361 0.1 0.2 0.2
C -0.143 -0.125 3.023 0.2 -0.2 0.6
H -0.877 -0.376 3.789 0.2 0.0 0.3
H 0.795 -0.644 3.242 0.0 0.1 0.2
F -2.982 -0.951 -1.049 -0.4 0.1 -0.3
C -1.801 -1.489 -0.618 0.4 -0.2 0.1
F -0.997 -1.449 -1.747 -0.1 -0.1 -0.4
F -2.082 -2.843 -0.496 -0.2 -0.5 -0.2
```
Positions in Å, forces in eV/Å.

Relative energy (zero: lowest compared OMol25 entry of this formula, charge and spin) = 55.1 kcal/mol
Spin multiplicity = 6
HOMO-LUMO gap (alpha / beta) = 4.69 / 6.70 eV
Net charge = -1

=====

(3)
Computed, not measured: C23H34N3O5S4SiTi as an isolated structure at a distorted geometry, with ωB97M-V/def2-TZVPD.

XYZ file:
```
71
Properties=species:S:1:pos:R:3:forces:R:3
Ti -0.179 -0.598 -0.549 2.7 0.6 -0.2
C -1.181 -2.102 2.342 0.1 0.2 0.0
C -1.046 -0.702 2.928 -0.3 -0.1 0.3
C -0.741 -0.882 4.421 0.1 0.2 -0.1
C -2.352 0.080 2.759 0.3 0.1 -0.1
O 0.007 0.014 2.201 -0.1 -0.2 0.2
Si 0.949 1.199 2.978 0.4 0.5 -0.3
S 2.081 2.378 1.761 -0.2 -0.4 -0.1
O -0.210 2.033 3.838 -0.1 0.2 0.1
C -0.100 3.001 4.868 0.0 0.1 0.2
C 1.181 3.833 4.773 -0.1 -0.2 -0.1
C -0.128 2.289 6.227 0.0 0.0 -0.2
C -1.320 3.915 4.732 0.1 -0.1 -0.1
O 1.798 0.474 4.214 0.1 -0.1 0.0
C 2.998 -0.297 4.211 0.2 0.0 0.2
C 3.017 -1.033 5.554 -0.1 0.1 -0.1
C 3.018 -1.301 3.066 -0.2 0.1 0.0
C 4.210 0.631 4.111 -0.2 0.0 0.0
H -1.752 -2.740 3.020 0.0 0.0 0.0
H -0.197 -2.545 2.193 0.0 -0.1 0.0
H -1.693 -2.073 1.389 0.0 -0.1 -0.1
H -1.568 -1.422 4.885 -0.1 0.0 -0.1
H -0.625 0.076 4.916 0.0 -0.1 0.1
H 0.175 -1.458 4.552 -0.1 0.0 0.0
H -3.169 -0.427 3.277 0.0 0.0 0.0
H -2.601 0.163 1.702 -0.1 0.0 0.0
H -2.225 1.081 3.170 -0.1 0.0 0.0
H 2.048 3.187 4.913 0.1 0.0 0.0
H 1.181 4.616 5.536 0.0 0.0 0.0
H 1.265 4.278 3.784 0.0 0.0 0.0
H 0.690 1.568 6.259 0.0 0.0 0.1
H -1.072 1.757 6.362 0.0 0.0 0.0
H -0.009 3.012 7.037 0.0 0.0 0.0
H -1.305 4.385 3.748 0.0 0.0 0.0
H -1.313 4.690 5.501 0.0 0.0 0.0
H -2.236 3.329 4.822 0.0 0.0 0.0
H 2.143 -1.682 5.631 0.0 0.0 0.0
H 2.983 -0.306 6.368 0.0 0.0 0.0
H 3.921 -1.638 5.648 0.0 0.0 0.0
H 2.085 -1.866 3.032 0.0 0.0 0.0
H 3.850 -1.998 3.177 0.0 0.0 0.0
H 3.130 -0.780 2.118 0.0 0.0 -0.2
H 4.248 1.295 4.979 0.0 0.0 0.0
H 4.121 1.242 3.214 0.0 0.0 0.0
H 5.133 0.048 4.060 0.0 0.0 0.1
O -4.038 -0.644 -1.214 0.1 -0.1 0.0
C -3.014 -1.268 -0.981 -0.7 0.1 0.0
O -1.940 -0.674 -0.530 -3.1 -0.4 0.1
C -2.966 -2.754 -1.104 0.1 -0.5 0.0
C -4.207 -3.375 -1.302 0.0 0.2 0.0
C -4.345 -4.743 -1.365 -0.1 -0.1 0.0
C -3.208 -5.543 -1.239 0.1 0.1 0.0
C -1.976 -4.956 -1.064 -0.1 -0.2 0.0
C -1.805 -3.559 -0.999 0.0 0.4 0.1
S -0.160 -3.008 -0.816 0.0 -0.6 0.1
H -5.064 -2.722 -1.401 0.0 0.0 0.0
H -5.321 -5.194 -1.502 0.0 0.0 0.0
H -3.293 -6.623 -1.288 0.0 0.0 0.0
H -1.086 -5.565 -0.969 0.0 0.0 0.0
S 2.222 -0.723 -0.653 0.8 -0.1 -0.2
C 2.406 -1.078 -2.355 -0.6 0.2 -0.1
C 3.698 -1.535 -2.733 0.5 -0.2 -0.2
N 4.760 -1.896 -3.003 -0.1 0.0 0.0
C 1.446 -0.901 -3.311 -0.1 0.1 0.6
S -0.174 -0.329 -2.994 0.4 0.0 -0.1
C 1.728 -1.160 -4.678 0.2 -0.2 -0.6
N 1.911 -1.345 -5.802 0.0 0.0 0.1
N -0.190 1.579 -0.525 0.1 0.6 0.5
H 0.699 1.924 -0.137 -0.1 0.0 0.0
H -0.913 1.924 0.100 0.0 0.1 0.0
H -0.329 1.973 -1.447 0.0 -0.1 -0.1
```
Positions in Å, forces in eV/Å.

Relative energy (zero: lowest compared OMol25 entry of this formula, charge and spin) = 32.7 kcal/mol
Spin multiplicity = 2
HOMO-LUMO gap (alpha / beta) = 6.14 / 6.27 eV
Net charge = -2